Computed, not measured: C22H34CrO13 as an isolated structure in a non-equilibrium geometry, with ωB97M-V/def2-TZVPD.

CARTESIAN COORDINATES (ANGSTROEM)
1 Cr -1.62509 1.78276 -1.83870
2 C -5.49474 0.41142 -1.65827
3 C -4.18852 1.12162 -1.84224
4 O -3.53620 1.53827 -0.82414
5 O -3.48316 1.27862 -2.87746
6 H -6.31481 1.11752 -1.52789
7 H -5.42620 -0.24809 -0.79314
8 H -5.73309 -0.19877 -2.52945
9 O -0.94849 0.09309 -1.15728
10 H -0.89815 -0.65096 -0.52610
11 O -3.99908 0.92159 2.66445
12 C -3.62082 -0.20936 2.41480
13 O -4.51206 -1.22481 2.47318
14 C -3.97833 -2.45549 2.02853
15 C -2.68065 -2.08501 1.24442
16 C -2.26369 -0.75850 1.91759
17 H -4.70125 -2.98448 1.40751
18 H -3.66137 -3.09333 2.85363
19 H -3.11117 -1.85813 0.26908
20 H -1.98230 -2.89182 1.02202
21 H -1.85917 0.11586 1.40774
22 H -1.58861 -0.87295 2.76569
23 O 2.11268 -0.29764 -4.58558
24 C 1.96473 -1.27945 -3.86257
25 O 3.03617 -2.01921 -3.32265
26 C 2.53357 -3.16477 -2.57324
27 C 1.09662 -2.72410 -2.20305
28 C 0.74724 -2.06570 -3.51389
29 H 3.26741 -3.32578 -1.78352
30 H 2.55881 -4.01818 -3.25085
31 H 1.15985 -2.05619 -1.34398
32 H 0.59021 -3.65011 -1.93072
33 H -0.21570 -1.55653 -3.47414
34 H 0.44072 -2.89866 -4.14660
35 O 3.14688 -0.35706 1.48307
36 C 2.44831 -1.21642 1.93596
37 O 3.07302 -2.52316 2.28696
38 C 2.08283 -3.26191 3.00058
39 C 0.71049 -2.66368 2.60725
40 C 0.98710 -1.25030 1.99250
41 H 2.34099 -3.29033 4.05918
42 H 2.21234 -4.25793 2.57718
43 H -0.00172 -2.70094 3.43155
44 H 0.15751 -3.24477 1.86924
45 H 0.68513 -0.39123 2.59159
46 H 0.50638 -1.12797 1.02190
47 O -1.24274 2.72767 0.05723
48 C -0.59228 2.69036 1.14624
49 O 0.74970 2.49938 1.03226
50 C 1.41745 2.80232 2.26221
51 C 0.36772 2.71608 3.34187
52 C -0.97278 2.94442 2.61220
53 H 1.82478 3.81328 2.24966
54 H 2.19178 2.07473 2.50540
55 H 0.52629 3.37479 4.19572
56 H 0.49523 1.74388 3.81796
57 H -1.40212 3.94340 2.68832
58 H -1.73341 2.23186 2.93125
59 O 0.45510 2.30538 -2.21250
60 C 1.67604 2.58865 -2.29736
61 O 1.98821 3.59773 -3.18744
62 C 3.42113 3.72073 -3.18986
63 C 4.00430 2.55376 -2.26285
64 C 2.79671 1.86306 -1.57784
65 H 3.45850 4.75198 -2.83884
66 H 3.80471 3.79219 -4.20764
67 H 4.82639 2.94234 -1.66178
68 H 4.33842 1.74190 -2.90888
69 H 2.78831 2.29505 -0.57713
70 H 2.77768 0.77784 -1.67801

Atoms 1-6, force components in eV/Å:
Cr -1.14 -2.83 3.64
C 0.03 -0.02 -0.81
C 2.22 0.28 1.13
O 0.61 0.24 0.58
O 0.30 -0.44 -1.92
H 0.13 0.07 0.18

Properties
Total charge: +1
Energy above the lowest of the compared OMol25 structures with the same formula, charge and spin (kcal/mol): 81.7
DFT total energy (eV): -78397.4079
HOMO-LUMO gap (alpha / beta) (eV): 7.623 / 9.355
Highest occupied orbital energy (alpha / beta) (eV): -12.715 / -12.715
2S+1: 4
Max |F| (hartree/bohr): 0.092